Here is a cluster of 3 separate species, C35H58BN7O10P2 in total at a distorted geometry from the Open Molecules 2025 dataset. Energies are from the ωB97M-V functional and the def2-TZVPD basis.

Atoms and positions in Å:
C -1.924 5.854 -0.411
C -3.392 5.844 -0.828
O -3.727 5.248 -1.819
O -4.332 6.525 -0.041
C -4.640 5.823 1.128
O -3.789 5.661 1.964
C -6.073 5.290 1.288
C -6.099 4.296 2.429
C -6.428 4.746 3.711
C -6.442 3.841 4.746
C -6.114 2.502 4.592
C -5.770 2.060 3.334
C -5.780 2.966 2.272
C -5.392 2.409 0.913
O -5.954 2.692 -0.122
C -4.252 1.420 0.965
C -3.270 1.431 0.009
C -2.216 0.530 0.087
C -1.154 0.650 -0.997
C -1.801 0.330 -2.363
O -1.951 -0.827 -2.672
N -2.200 1.427 -3.218
C -1.502 1.233 -4.511
C -3.641 1.417 -3.489
C -2.202 -0.399 1.128
B -0.981 -1.433 1.217
O -0.237 -1.376 2.392
O -0.655 -2.290 0.193
C -3.206 -0.426 2.108
C -3.243 -1.418 3.249
C -4.231 0.517 2.023
C -5.352 0.627 3.038
O -5.888 -0.324 3.561
H -1.630 6.821 0.017
H -1.278 5.669 -1.270
H -1.810 5.089 0.367
H -6.727 6.155 1.451
H -6.327 4.834 0.326
H -6.659 5.802 3.828
H -6.691 4.219 5.737
H -6.126 1.834 5.448
H -3.338 2.188 -0.773
H -0.237 0.088 -0.808
H -0.864 1.713 -1.034
H -1.955 0.404 -5.078
H -1.618 2.150 -5.101
H -0.441 1.059 -4.306
H -4.036 0.428 -3.777
H -3.851 2.113 -4.311
H -4.238 1.782 -2.644
H 0.006 -0.437 2.453
H 0.259 -2.082 -0.051
H -4.068 -2.121 3.071
H -2.313 -1.973 3.391
H -3.479 -0.943 4.210
C 1.354 -5.762 -4.219
N 2.017 -4.855 -3.309
C 2.668 -3.761 -4.022
P 2.655 -5.190 -1.733
O 2.204 -3.889 -1.095
N 1.605 -6.203 -0.774
C 0.327 -6.684 -1.272
C 1.384 -5.708 0.589
N 3.531 -6.583 -2.243
C 4.702 -6.341 -3.081
C 3.172 -7.982 -2.148
H 2.038 -6.478 -4.702
H 0.866 -5.196 -5.014
H 0.545 -6.310 -3.747
H 3.657 -4.046 -4.407
H 2.800 -2.896 -3.368
H 2.068 -3.417 -4.867
H -0.341 -5.868 -1.576
H -0.179 -7.273 -0.503
H 0.450 -7.382 -2.100
H 0.630 -4.914 0.619
H 2.303 -5.316 1.022
H 1.041 -6.522 1.233
H 4.461 -6.400 -4.149
H 5.498 -7.060 -2.879
H 5.127 -5.356 -2.882
H 2.450 -8.265 -2.919
H 2.780 -8.243 -1.169
H 4.052 -8.617 -2.283
C 5.595 0.419 0.897
N 4.178 0.627 1.089
C 3.382 -0.296 0.278
P 3.327 2.057 1.556
O 2.381 1.317 2.493
N 4.112 2.964 2.826
C 5.369 2.534 3.414
C 3.220 3.342 3.925
N 4.082 3.064 0.379
C 3.702 2.832 -1.011
C 5.199 3.972 0.525
H 5.987 0.880 -0.023
H 5.805 -0.650 0.836
H 6.185 0.760 1.743
H 3.279 0.063 -0.756
H 2.378 -0.419 0.691
H 3.816 -1.296 0.244
H 5.312 1.523 3.838
H 5.669 3.223 4.207
H 6.190 2.582 2.698
H 3.060 2.514 4.625
H 2.247 3.661 3.553
H 3.646 4.178 4.484
H 4.388 2.141 -1.514
H 3.683 3.760 -1.585
H 2.694 2.417 -1.076
H 6.152 3.437 0.546
H 5.113 4.598 1.409
H 5.242 4.671 -0.316

Properties
* SMILES string: CC(=O)OC(=O)Cc1cccc2c1C(=O)c1cc(CC(=O)N(C)C)c(B(O)O)c(C)c1C2=O.CN(C)P(=O)(N(C)C)N(C)C.CN(C)P(=O)(N(C)C)N(C)C
* molecular weight: 809.6 Da
* DFT total energy: -3211.6655 Eh
* max |F|: 7.4 eV Å⁻¹

Mulliken atomic charge list, values in e, 6 entries: -0.925 0.642 -0.465 -0.341 0.750 -0.530

=====

Here is a structure of composition C35H58ClF6IN6O6P from the Open Molecules 2025 dataset. Energies are from the ωB97M-V functional and the def2-TZVPD basis.

Atoms and positions in Å:
C 5.953 -2.007 -0.786
C 5.322 -0.607 -0.729
C 3.782 -0.649 -0.962
Cl 3.539 -0.199 -2.702
C 2.745 -0.095 0.102
I 3.633 -1.176 1.856
C 1.352 -0.839 -0.082
C 0.915 -1.055 -1.557
O 1.539 -2.246 -2.054
C 0.857 -3.404 -1.751
C -0.108 -3.888 -2.789
O 1.070 -3.972 -0.715
C 0.212 -0.446 0.926
C 0.136 -1.464 2.099
N -0.978 -1.233 2.991
C -1.207 -0.402 0.285
C -1.856 -1.739 -0.064
F -2.939 -1.984 0.770
C 0.335 0.979 1.515
N 1.657 1.732 1.618
C 1.114 3.181 1.724
O 2.150 4.010 2.126
O 1.632 4.900 3.114
P 2.256 1.520 3.396
O 3.676 1.677 3.681
C 2.657 1.491 0.447
C 4.090 1.992 0.746
C 4.465 3.439 1.053
O 4.620 3.947 2.105
F 4.795 4.087 -0.090
C 2.209 2.368 -0.794
F 3.137 2.270 -1.742
F 2.239 3.668 -0.398
C 0.804 2.098 -1.444
F -0.009 3.151 -1.216
F 0.950 1.952 -2.764
H 5.273 -2.784 -0.437
H 6.827 -2.044 -0.136
H 6.290 -2.241 -1.794
H 5.753 -0.035 -1.551
H 5.626 -0.081 0.166
H 3.523 -1.704 -0.993
H 1.594 -1.866 0.189
H -0.162 -1.162 -1.671
H 1.212 -0.270 -2.244
H -0.046 -4.977 -2.793
H -1.129 -3.625 -2.511
H 0.131 -3.533 -3.788
H 0.123 -2.484 1.710
H 1.048 -1.411 2.685
H -1.348 -0.302 3.009
H -1.686 -1.945 3.040
H -1.893 0.112 0.960
H -1.197 0.216 -0.615
H -1.172 -2.586 0.010
H -2.246 -1.718 -1.085
H -0.353 1.645 0.992
H -0.054 0.955 2.537
H 0.660 3.485 0.787
H 0.331 3.164 2.483
H 2.312 4.833 3.806
H 1.672 0.290 3.687
H 1.433 2.467 4.012
H 4.659 1.759 -0.149
H 4.538 1.416 1.549
H 0.306 1.216 -1.050
C 8.513 6.362 -3.144
C 7.463 5.280 -2.925
C 7.922 4.201 -1.937
C 9.118 3.502 -2.406
N 10.047 2.944 -2.783
H 9.424 5.947 -3.576
H 8.141 7.126 -3.826
H 8.775 6.851 -2.204
H 7.213 4.809 -3.878
H 6.545 5.727 -2.538
H 7.136 3.458 -1.790
H 8.143 4.648 -0.965
C -5.325 0.222 5.760
C -5.506 0.601 4.297
C -4.280 0.250 3.440
C -3.085 0.959 3.902
N -2.148 1.535 4.240
H -4.497 0.766 6.219
H -6.228 0.459 6.319
H -5.131 -0.847 5.870
H -5.713 1.668 4.214
H -6.372 0.083 3.896
H -4.447 0.515 2.395
H -4.079 -0.823 3.483
C -3.227 -5.534 -5.338
C -3.386 -7.040 -5.177
C -2.517 -7.610 -4.050
C -1.093 -7.378 -4.295
N 0.023 -7.200 -4.498
H -2.203 -5.272 -5.607
H -3.881 -5.158 -6.124
H -3.483 -5.012 -4.412
H -3.133 -7.540 -6.113
H -4.428 -7.281 -4.959
H -2.670 -8.684 -3.947
H -2.779 -7.147 -3.096
C -9.523 1.599 0.486
C -9.810 0.121 0.720
C -10.386 -0.160 2.113
C -9.464 0.243 3.175
N -8.744 0.567 4.009
H -8.773 1.973 1.185
H -9.148 1.762 -0.524
H -10.426 2.199 0.608
H -8.896 -0.461 0.587
H -10.526 -0.238 -0.020
H -10.600 -1.222 2.238
H -11.322 0.384 2.256

Properties
* molecular weight: 966.2 Da
* charge: +1
* DFT total energy: -3846.3833 Eh
* max |F|: 0.9 eV Å⁻¹

Mulliken atomic charge list, values in e, 6 entries: -1.468 -0.887 0.026 -0.144 -3.267 0.359

=====

Here is a cluster of 7 separate species, C35H58N2O29P2S6 in total at a distorted geometry from the Open Molecules 2025 dataset. Energies are from the ωB97M-V functional and the def2-TZVPD basis.

Atoms and positions in Å:
C -6.327 2.526 5.141
C -4.771 2.963 4.911
C -4.668 3.444 3.373
C -4.484 5.063 3.291
C -3.224 5.382 2.312
C -1.898 5.566 3.212
C -1.002 4.225 3.023
C 0.305 4.641 2.173
C 0.654 3.444 1.164
C 1.513 2.252 1.812
C 1.716 2.205 3.371
C 2.554 1.093 4.086
C 3.203 0.004 3.191
P 4.220 -1.343 4.079
N 3.674 -2.966 3.540
O 3.936 -1.182 5.792
C 3.014 0.047 1.637
C 2.157 1.162 0.925
C 2.022 1.101 -0.678
O 1.738 2.126 -1.363
C 2.295 -0.268 -1.488
C 1.764 -0.527 -2.963
C 0.296 0.034 -3.266
C -0.885 -0.860 -2.612
N -2.232 -0.689 -3.187
O -0.698 -1.681 -1.683
C 3.099 -1.250 -0.815
P 3.591 -2.927 -1.612
C 4.618 -2.427 -3.164
O 2.197 -3.825 -2.073
C 3.696 -1.018 0.662
O 4.729 -1.679 0.979
H -6.613 1.929 4.203
H -6.463 1.947 6.114
H -6.997 3.457 5.147
H -4.043 2.102 5.120
H -4.544 3.780 5.674
H -3.815 2.878 2.858
H -5.620 3.212 2.787
H -4.361 5.542 4.322
H -5.413 5.524 2.804
H -3.141 4.557 1.524
H -3.406 6.363 1.738
H -1.292 6.509 2.939
H -2.161 5.691 4.330
H -1.551 3.396 2.458
H -0.734 3.780 4.057
H 1.204 4.900 2.841
H 0.033 5.557 1.533
H -0.260 3.031 0.595
H 1.333 3.890 0.339
H 1.280 3.004 4.073
H 2.697 1.070 5.228
H 3.140 -3.341 4.341
H 2.995 -2.785 2.782
H 2.995 -1.418 6.000
H 1.775 -1.626 -3.286
H 2.475 0.028 -3.690
H 0.141 1.139 -3.034
H 0.140 -0.073 -4.409
H -2.656 -1.597 -3.436
H -2.207 -0.145 -4.060
H 5.673 -2.871 -3.069
H 4.766 -1.279 -3.138
H 4.102 -2.722 -4.145
H 2.562 -4.584 -2.597
O 5.391 -6.241 -7.258
S 4.422 -5.395 -6.630
O 4.200 -5.378 -5.213
O 2.998 -5.620 -7.375
C 2.534 -4.380 -7.907
C 3.790 -3.574 -8.201
O 4.681 -3.871 -7.126
H 1.920 -3.890 -7.145
H 1.934 -4.550 -8.801
H 3.594 -2.502 -8.253
H 4.261 -3.903 -9.132
O -2.951 6.524 -1.640
S -1.842 5.620 -1.570
O -0.864 5.670 -0.527
O -1.076 5.645 -2.999
C -1.059 4.329 -3.555
C -2.301 3.644 -3.007
O -2.414 4.104 -1.661
H -0.148 3.827 -3.214
H -1.060 4.375 -4.645
H -2.225 2.556 -3.037
H -3.198 3.960 -3.548
O -3.396 0.396 6.036
S -3.114 1.001 7.303
O -2.996 2.417 7.482
O -1.791 0.290 7.919
C -2.104 -0.289 9.187
C -3.583 -0.639 9.114
O -4.181 0.434 8.385
H -1.913 0.460 9.961
H -1.482 -1.165 9.370
H -4.036 -0.736 10.100
H -3.743 -1.562 8.548
O -3.614 -3.008 -4.169
S -4.601 -3.840 -4.794
O -4.291 -5.114 -5.364
O -5.383 -2.951 -5.902
C -6.779 -2.930 -5.600
C -6.866 -3.094 -4.090
O -5.837 -4.027 -3.760
H -7.252 -3.769 -6.116
H -7.228 -1.996 -5.939
H -7.839 -3.464 -3.767
H -6.646 -2.153 -3.577
O 2.606 3.992 10.953
S 1.415 3.330 10.513
O 0.987 2.069 11.042
O 1.463 3.223 8.895
C 0.321 3.878 8.340
C -0.048 4.963 9.339
O 0.179 4.376 10.621
H -0.480 3.141 8.243
H 0.558 4.287 7.357
H -1.085 5.284 9.240
H 0.611 5.830 9.242
O 5.426 -6.712 -9.290
S 6.532 -7.622 -9.262
O 7.527 -7.606 -8.235
O 7.276 -7.562 -10.705
C 7.278 -8.860 -11.298
C 6.040 -9.555 -10.749
O 5.951 -9.133 -9.389
H 8.190 -9.376 -10.985
H 7.260 -8.782 -12.385
H 6.110 -10.640 -10.812
H 5.137 -9.218 -11.267

Properties
* SMILES string: CCCCCCCCCc1ccc(P(N)O)c2c1C(=O)C(CCC(N)=O)=C(P(C)O)C2=O.O=S1(=O)OCCO1.O=S1(=O)OCCO1.O=S1(=O)OCCO1.O=S1(=O)OCCO1.O=S1(=O)OCCO1.O=S1(=O)OCCO1
* molecular weight: 1225.2 Da
* DFT total energy: -6731.2729 Eh
* max |F|: 4.7 eV Å⁻¹

Mulliken atomic charge list, values in e, 6 entries: -1.168 0.071 -0.457 -0.998 -0.283 -0.827

=====

Here is a structure of composition C35H58N4O3P2PbSi4Te from the Open Molecules 2025 dataset. Energies are from the ωB97M-V functional and the def2-TZVPD basis.

Atoms and positions in Å:
Pb -1.536 0.867 -2.600
O 1.597 1.478 -4.814
N 0.672 2.212 -5.259
N 0.916 3.488 -5.292
O 2.034 4.046 -4.968
C -0.161 4.303 -5.744
C 0.100 5.651 -5.959
C -0.917 6.490 -6.394
C -2.196 6.000 -6.608
C -2.452 4.652 -6.375
C -1.449 3.802 -5.944
H 1.105 6.000 -5.770
H -0.704 7.539 -6.561
H -2.990 6.658 -6.940
H -3.451 4.257 -6.520
H -1.647 2.759 -5.747
N -2.715 1.442 1.855
C -2.490 0.946 0.617
O -3.227 1.204 -0.335
C -1.258 0.077 0.484
C -1.161 -0.625 -0.861
H -3.452 2.123 1.955
H -1.980 1.405 2.567
H -1.246 -0.609 1.341
H -0.397 0.739 0.648
H -1.900 -1.426 -0.940
H -0.174 -1.085 -0.953
C 2.332 0.510 -0.106
P 1.819 0.952 -1.826
C 2.899 2.400 -2.126
C 2.726 -0.383 -2.732
C 4.088 -0.589 -2.509
C 4.788 -1.594 -3.153
C 4.124 -2.424 -4.046
C 2.775 -2.226 -4.283
C 2.065 -1.206 -3.649
P 0.272 -0.997 -4.019
C -0.337 -2.685 -3.600
C 0.182 -1.112 -5.845
H 3.416 0.469 0.025
H 1.913 -0.464 0.161
H 1.932 1.239 0.602
H 3.947 2.208 -1.886
H 2.539 3.213 -1.490
H 2.789 2.704 -3.169
H 4.614 0.051 -1.811
H 5.846 -1.729 -2.960
H 4.654 -3.219 -4.557
H 2.269 -2.881 -4.983
H 0.199 -3.470 -4.139
H -1.398 -2.737 -3.852
H -0.236 -2.856 -2.528
H 0.753 -1.959 -6.231
H 0.554 -0.184 -6.272
H -0.866 -1.253 -6.116
C 0.330 -2.035 2.363
Si -0.631 -1.728 3.955
C -2.390 -1.233 3.500
C -0.730 -3.355 4.920
Si 0.414 -0.023 5.159
Te -0.010 2.151 4.106
Si -0.345 -0.067 7.364
C 0.173 1.497 8.274
C -2.230 -0.169 7.418
C 0.321 -1.550 8.337
Si 2.711 -0.444 5.197
C 3.533 0.654 6.495
C 3.131 -2.240 5.625
C 3.481 -0.050 3.531
H -0.211 -2.700 1.684
H 1.308 -2.481 2.568
H 0.501 -1.086 1.847
H -2.852 -1.979 2.846
H -2.383 -0.272 2.977
H -3.014 -1.119 4.389
H -1.170 -4.146 4.305
H -1.353 -3.238 5.811
H 0.257 -3.688 5.247
H -0.155 2.373 7.710
H 1.260 1.555 8.364
H -0.260 1.535 9.279
H -2.665 0.626 6.808
H -2.603 -0.063 8.442
H -2.583 -1.126 7.024
H 1.410 -1.499 8.423
H 0.072 -2.492 7.842
H -0.097 -1.577 9.348
H 3.212 0.383 7.505
H 3.258 1.698 6.323
H 4.623 0.573 6.450
H 2.678 -2.544 6.573
H 4.214 -2.378 5.705
H 2.765 -2.917 4.849
H 3.251 0.981 3.252
H 3.079 -0.692 2.744
H 4.568 -0.177 3.558
N -6.845 -3.458 -6.346
C -6.065 -2.831 -5.777
C -5.093 -2.047 -5.068
C -4.280 -1.148 -5.757
C -3.346 -0.401 -5.055
C -3.170 -0.517 -3.671
C -4.016 -1.416 -3.012
C -4.963 -2.174 -3.684
H -4.388 -1.045 -6.831
H -2.731 0.302 -5.615
H -3.944 -1.527 -1.935
H -5.607 -2.863 -3.150

Properties
* molecular weight: 1092.0 Da
* charge: -2
* max |F|: 0.8 eV Å⁻¹
* ΔE to the lowest compared entry with this formula, charge and spin: 29.7 kcal/mol

Mulliken atomic charge list, values in e, 6 entries: 0.849 -0.511 -0.378 0.893 -0.842 -0.117